{"formula": "C6H9Cl15", "method": "wB97M-V/def2-TZVPD", "species": ["C", "Cl", "Cl", "Cl", "H", "C", "Cl", "Cl", "Cl", "H", "C", "Cl", "Cl", "Cl", "H", "C", "Cl", "Cl", "H", "H", "C", "Cl", "Cl", "H", "H", "C", "Cl", "Cl", "H", "H"], "xyz": [[15.094733, 1.419414, 5.257287], [16.907564, 1.313995, 5.316831], [14.618464, 3.138545, 5.237210], [14.424958, 0.697936, 6.722753], [14.749801, 0.876445, 4.377349], [17.743200, 0.418080, 13.952251], [17.015314, 0.845165, 15.481509], [18.772901, -1.045944, 14.248077], [18.649490, 1.721962, 13.207773], [17.003455, 0.105329, 13.215318], [17.240098, 0.560004, 9.258052], [18.812610, 0.957909, 8.492760], [16.386087, 1.987238, 9.921718], [17.431170, -0.738882, 10.422156], [16.627688, 0.095771, 8.485036], [14.891844, -3.295695, 11.476266], [16.179355, -3.809208, 12.617249], [13.300703, -3.478341, 12.198628], [15.012148, -2.232933, 11.266097], [15.062456, -3.925707, 10.603299], [21.683120, -0.915337, 6.753657], [22.046816, -1.904667, 8.199082], [21.706871, -2.031339, 5.329812], [20.644723, -0.633321, 6.927734], [22.454147, -0.170515, 6.556527], [14.338218, -3.327223, 7.291682], [15.312627, -2.270830, 8.263137], [13.306787, -4.316857, 8.363251], [13.725105, -2.701057, 6.643525], [15.024385, -3.966452, 6.736120]], "atomic_forces_ev_per_a": [[0.3465, 0.3281, 0.4146], [0.4014, -0.1426, -0.1898], [-0.1764, -0.0039, -0.4432], [-0.4521, -0.4545, 0.1459], [-0.1103, 0.2843, 0.1104], [0.4714, -0.9950, -0.4513], [-0.2865, 0.3570, 0.0770], [-0.1766, 0.5569, -0.3027], [0.0514, -0.0229, 0.2401], [-0.0446, 0.0952, 0.3405], [-0.6307, -0.2949, -0.7464], [1.1288, 0.4101, -0.8140], [-0.5325, 0.5295, 0.2756], [0.0985, -1.1603, 1.4250], [-0.0733, 0.5605, -0.1495], [0.7890, 0.0815, 0.2445], [-0.1575, 0.2398, -0.0515], [-0.2510, -0.2599, -0.1228], [0.2162, -0.3068, -0.0834], [-0.5722, 0.2642, 0.1286], [-0.2620, -1.4491, -0.0405], [0.3625, 0.3532, 0.0494], [-0.0456, 0.3774, 0.0307], [0.3857, 0.6900, -0.4072], [-0.4868, 0.0378, 0.3877], [-0.0666, -0.0895, -0.1210], [0.5969, 0.4763, 0.3677], [-0.0711, -0.0715, -0.4282], [-0.0575, -0.3378, 0.0806], [-0.3948, -0.0530, 0.0329]], "de_lowest_kj_mol": 0.0, "homo_lumo_gap_ha": [0.0867, 0.3603], "homo_ev": [0.0, -7.5], "fmax_ha_per_bohr": 0.0358, "spin_multiplicity": 2, "s_squared": 0.752, "charge": -1}